Model 1:
This record from the OMol25 dataset describes a cluster of 2 separate species, C6H11N2 in total. The level of theory is ωB97M-V with the def2-TZVPD basis set.

Properties
- HOMO energy (eV) = -12.671
- Kohn-Sham gap (Ha) = 0.293

```
! wB97M-V def2-TZVPD RIJCOSX def2/J DEFGRID3
* xyz 1 1
C -1.00115 0.43972 -1.35705
C -0.57321 1.02507 -0.20888
C 0.74246 -0.58724 1.02454
C -0.77037 -0.81865 -1.90183
C -0.53249 -3.15232 -3.11684
C -0.65551 -1.87811 -2.48038
N 0.24612 0.57194 0.80066
N 0.59268 2.51619 2.56616
H -1.63709 1.05933 -1.98347
H -0.89695 2.04015 -0.02947
H 1.35264 -0.72948 1.89844
H -0.95783 -3.92477 -2.47385
H -1.05312 -3.16055 -4.07397
H 0.51810 -3.39028 -3.28197
H 0.55808 -1.43314 0.37751
H 0.44427 1.37226 1.54116
H 0.83349 2.15365 3.48220
H -0.28819 3.01056 2.66407
H 1.30040 3.19725 2.31182
*
```

Results of the natural (NBO) charge analysis, in e, for atoms 1 through 6: C -0.15; C -0.08; C 0.06; C -0.16; C -0.71; C 0.19

=====

Model 2:
This record from the OMol25 dataset describes the ion C6H11N2 with charge +1. The level of theory is ωB97M-V with the def2-TZVPD basis set.

Properties
- HOMO energy (eV) = -13.632
- Kohn-Sham gap (Ha) = 0.322
- structure (SMILES) = C/C=N\C[N+]1=C[C@H]1C

```
! wB97M-V def2-TZVPD RIJCOSX def2/J DEFGRID3
* xyz 1 1
C -2.88099 -0.84640 0.22606
C -2.48284 0.42815 -0.43781
N -1.35967 1.01378 -0.39700
C -0.38618 0.80438 0.60605
N 0.65548 -0.21508 0.28933
C 1.11516 -1.02191 -0.56920
C 2.14616 -0.47773 0.25288
C 2.96535 0.62399 -0.42213
H -2.94416 -1.55557 -0.44272
H -3.73735 -0.68020 0.78600
H -2.16840 -1.13332 0.97392
H -3.18287 0.71109 -1.17017
H -0.83574 0.63426 1.58554
H 0.35225 1.65400 0.67388
H 0.65419 -1.77823 -1.19874
H 2.59417 -1.03799 1.13567
H 4.05094 0.23681 -0.69671
H 3.05487 1.61456 0.19902
H 2.38962 1.02540 -1.39388
*
```

Results of the natural (NBO) charge analysis, in e, for atoms 1 through 6: C -0.69; C 0.25; N -0.45; C -0.07; N -0.20; C 0.24

=====

Model 3:
This record from the OMol25 dataset describes a structure of composition C6H11N2. The level of theory is ωB97M-V with the def2-TZVPD basis set.

Properties
- HOMO energy (eV) = -14.364
- Kohn-Sham gap (Ha) = 0.332

```
! wB97M-V def2-TZVPD RIJCOSX def2/J DEFGRID3
* xyz 1 1
C 0.26966 -0.30122 0.29228
C 0.38685 -1.03681 -0.76685
C 0.10168 0.61888 1.32578
C 0.94679 -2.28150 -1.28817
C 0.98038 2.32946 2.65774
C -1.89075 -0.39204 -1.65654
N 1.04777 1.43674 1.58269
N -0.49048 -0.12498 -1.46300
H -0.83760 0.55155 1.89582
H 1.68768 -2.05668 -2.05721
H 0.16189 -2.87815 -1.75220
H 1.42166 -2.85234 -0.49518
H 1.76992 2.04422 3.36309
H 0.01207 2.36881 3.17159
H 1.27921 3.31623 2.29102
H -2.50996 0.43266 -1.29728
H -2.08396 -0.53396 -2.72279
H -2.16844 -1.30427 -1.12834
H -0.08438 0.66339 -1.95246
*
```

Results of the natural (NBO) charge analysis, in e, for atoms 1 through 6: C 0.32; C 0.17; C -0.08; C -0.68; C -0.47; C -0.43

=====

Structures ranked by computed energy, the most stable listed first: model 1, model 3, model 2.

=====

Model 1:
This record from the OMol25 dataset describes an isolated molecule of C5H5NO2. The level of theory is ωB97M-V with the def2-TZVPD basis set.

Properties
- HOMO energy (eV) = -8.079
- Kohn-Sham gap (Ha) = 0.299
- structure (SMILES) = [H]/N=C1C=C/C(=C/O)O/1

```
! wB97M-V def2-TZVPD RIJCOSX def2/J DEFGRID3
* xyz 0 1
H -0.21270 2.58010 -1.15346
N -0.64042 1.75277 -1.86698
C -0.40501 0.61881 -1.30796
C -1.19866 -0.58733 -1.43469
C -0.67941 -1.34387 -0.34996
C 0.17698 -0.46819 0.53083
C 0.50688 -0.70944 1.75179
O 1.50252 -0.10775 2.29107
O 0.38509 0.62289 -0.18701
H -1.79577 -0.89001 -2.32602
H -0.86895 -2.44754 0.07545
H 0.11498 -1.46221 2.51245
H 1.73982 0.76932 1.98787
*
```

Results of the natural (NBO) charge analysis, in e, for atoms 1 through 6: H 0.34; N -0.66; C 0.48; C -0.30; C -0.16; C 0.12

=====

Model 2:
This record from the OMol25 dataset describes an isolated molecule of C5H5NO2. The level of theory is ωB97M-V with the def2-TZVPD basis set.

Properties
- HOMO energy (eV) = -7.880
- Kohn-Sham gap (Ha) = 0.319
- structure (SMILES) = O=CN1C=COC=C1

```
! wB97M-V def2-TZVPD RIJCOSX def2/J DEFGRID3
* xyz 0 1
O 2.86921 -0.53485 -0.05620
C 2.07340 0.36603 -0.00975
N 0.72685 0.16107 0.17460
C 0.12923 -1.17352 0.04769
C -1.16094 -1.33143 0.05190
O -2.07234 -0.36520 -0.03589
C -1.55913 0.85471 -0.02242
C -0.27189 1.16874 0.07601
H 2.30686 1.46318 -0.04797
H 0.82657 -2.02372 -0.04711
H -1.56152 -2.35694 0.03623
H -2.38154 1.58363 -0.20397
H 0.07524 2.18829 0.03688
*
```

Results of the natural (NBO) charge analysis, in e, for atoms 1 through 6: O -0.59; C 0.54; N -0.46; C -0.12; C 0.10; O -0.46

=====

Model 3:
This record from the OMol25 dataset describes a structure of composition C5H5NO2. The level of theory is ωB97M-V with the def2-TZVPD basis set.

Properties
- HOMO energy (eV) = -9.131
- Kohn-Sham gap (Ha) = 0.345

```
! wB97M-V def2-TZVPD RIJCOSX def2/J DEFGRID3
* xyz 0 1
C 0.78089 -1.61356 -0.51725
C -0.89132 -0.29237 1.48247
C -0.84159 -0.08637 -1.16768
C 0.97134 -0.17652 -0.21182
C -0.32468 0.46815 0.13113
N 0.44378 -0.70636 -1.54148
O 1.09045 -2.73801 -0.29373
O -0.11727 -0.36409 2.40342
H -1.85587 -0.66738 1.34620
H -1.70288 -0.78943 -1.11380
H -1.00347 0.68222 -1.99548
H 1.93053 0.12146 -0.11655
H -0.41402 1.48695 0.13279
*
```

Results of the natural (NBO) charge analysis, in e, for atoms 1 through 6: C 0.68; C 0.45; C -0.22; C -0.16; C -0.35; N -0.42

=====

Structures ranked by computed energy, the most stable listed first: model 2, model 1, model 3.

=====

Model 1:
This record from the OMol25 dataset describes the ion C4H8NO with charge +1. The level of theory is ωB97M-V with the def2-TZVPD basis set.

Properties
- HOMO energy (spin up / spin down) (eV) = -13.036 / -13.036
- Kohn-Sham gap (spin up / spin down) (Ha) = 0.278 / 0.278
- structure (SMILES) = C=[NH+]/C=C/OC

```
! wB97M-V def2-TZVPD RIJCOSX def2/J DEFGRID3
* xyz 1 1
C 3.27374 -0.01030 -0.31357
N 2.05050 -0.05422 0.28782
C 0.68391 -0.09207 -0.14924
C -0.64312 -0.04752 0.45259
O -1.58609 -0.16392 -0.38267
C -2.98318 0.04881 -0.11935
H 3.99159 0.47426 0.26292
H 3.29878 -0.13971 -1.36896
H 2.05956 -0.10226 1.33237
H 0.49855 -0.15621 -1.19292
H -0.93958 -0.12987 1.50450
H -3.10522 1.11586 0.15614
H -3.38004 -0.53465 0.74647
H -3.21937 -0.20818 -1.21609
*
```

Results of the natural (NBO) charge analysis, in e, for atoms 1 through 6: C 0.02; N -0.39; C -0.21; C 0.31; O -0.45; C -0.27

=====

Model 2:
This record from the OMol25 dataset describes a cluster of 2 separate species, C4H8NO in total. The level of theory is ωB97M-V with the def2-TZVPD basis set.

Properties
- HOMO energy (spin up / spin down) (eV) = -14.246 / -13.198
- Kohn-Sham gap (spin up / spin down) (Ha) = 0.352 / 0.345

```
! wB97M-V def2-TZVPD RIJCOSX def2/J DEFGRID3
* xyz 1 1
C -1.72172 0.15490 -0.71424
C -1.64696 -0.84947 0.08116
C -0.93738 0.44421 0.47175
C 1.15402 -0.50479 -0.49196
N 0.52107 0.53463 0.53127
O 2.46670 -0.59223 -0.18392
H -2.25082 0.70160 -1.48127
H -1.79488 -1.88998 0.43250
H -1.93042 2.22792 1.92926
H 0.60154 -1.48337 -0.34309
H 0.80120 -0.14912 -1.45493
H 0.74575 -0.00949 1.40227
H 1.02687 1.34436 0.51883
H 2.96502 0.07082 -0.69765
*
```

Results of the natural (NBO) charge analysis, in e, for atoms 1 through 6: C -0.18; C -0.15; C 0.08; C 0.11; N -0.57; O -0.66

=====

Structures ranked by computed energy, the most stable listed first: model 1, model 2.

=====

Model 1:
This record from the OMol25 dataset describes an isolated molecule of C3H6N2OS. The level of theory is ωB97M-V with the def2-TZVPD basis set.

Properties
- HOMO energy (eV) = -9.447
- Kohn-Sham gap (Ha) = 0.371
- structure (SMILES) = C=NNCC(=O)S

```
! wB97M-V def2-TZVPD RIJCOSX def2/J DEFGRID3
* xyz 0 1
C 2.23446 0.60865 -0.69493
N 1.12952 -0.07598 -0.70030
N 0.39161 0.00210 0.49748
C -0.76364 -0.87553 0.51589
C -1.92222 -0.30426 -0.33338
O -2.63250 -1.05139 -0.96471
S -2.18616 1.43325 -0.16555
H 2.54999 1.07925 0.22849
H 2.85575 0.67461 -1.60673
H 0.93285 -0.17407 1.31190
H -0.53674 -1.87790 0.10340
H -1.10443 -1.02004 1.51221
H -0.94850 1.58131 0.29624
*
```

Results of the natural (NBO) charge analysis, in e, for atoms 1 through 6: C -0.13; N -0.23; N -0.48; C -0.33; C 0.41; O -0.53

=====

Model 2:
This record from the OMol25 dataset describes an isolated molecule of C3H6N2OS. The level of theory is ωB97M-V with the def2-TZVPD basis set.

Properties
- HOMO energy (eV) = -8.832
- Kohn-Sham gap (Ha) = 0.322
- structure (SMILES) = CC(=O)N(N)C=S

```
! wB97M-V def2-TZVPD RIJCOSX def2/J DEFGRID3
* xyz 0 1
C 1.24492 -1.34053 0.02351
C 0.91459 0.10659 -0.08760
O 1.80592 0.91688 -0.23802
N -0.47328 0.56832 0.09683
N -0.69237 1.94881 0.16928
C -1.48951 -0.38621 0.05780
S -3.09673 -0.07617 -0.12503
H 2.33873 -1.31975 0.02583
H 0.94643 -1.94711 -0.81200
H 0.85543 -1.71036 0.93738
H -1.41313 2.19243 -0.42791
H 0.26092 2.47235 0.10846
H -1.20195 -1.42524 0.27148
*
```

Results of the natural (NBO) charge analysis, in e, for atoms 1 through 6: C -0.72; C 0.69; O -0.57; N -0.29; N -0.65; C -0.12

=====

Structures ranked by computed energy, the most stable listed first: model 2, model 1.

=====

Model 1:
This record from the OMol25 dataset describes an isolated molecule of C3H6N2OS. The level of theory is ωB97M-V with the def2-TZVPD basis set.

Properties
- HOMO energy (eV) = -9.255
- Kohn-Sham gap (Ha) = 0.359
- structure (SMILES) = C=NSC(=O)NC

```
! wB97M-V def2-TZVPD RIJCOSX def2/J DEFGRID3
* xyz 0 1
C -0.14379 2.84226 -1.11415
N -0.06358 1.63425 -0.67671
S -1.19243 0.56962 -1.34683
C -0.80086 -0.91602 -0.43933
O -1.33216 -1.96594 -0.73474
N 0.22148 -0.75870 0.48730
C 0.67865 -1.85845 1.28017
H -0.95598 3.26306 -1.69310
H 0.64925 3.49163 -0.83112
H 0.47834 0.16741 0.62502
H 1.75110 -2.00901 1.12763
H 0.16285 -2.76209 0.98577
H 0.54713 -1.69803 2.33010
*
```

Results of the natural (NBO) charge analysis, in e, for atoms 1 through 6: C -0.06; N -0.58; S 0.40; C 0.51; O -0.61; N -0.63

=====

Model 2:
This record from the OMol25 dataset describes an isolated molecule of C3H6N2OS. The level of theory is ωB97M-V with the def2-TZVPD basis set.

Properties
- HOMO energy (eV) = -9.136
- Kohn-Sham gap (Ha) = 0.356
- structure (SMILES) = [H]/N=C(/N)SC(C)=O

```
! wB97M-V def2-TZVPD RIJCOSX def2/J DEFGRID3
* xyz 0 1
H 0.90911 -1.00116 -1.23361
N 0.95967 -0.09705 -1.72301
C 0.34363 0.89869 -1.18003
N 0.41846 2.12517 -1.72793
S -0.47922 0.60548 0.36312
C -0.19347 -1.07668 0.91953
C -0.64424 -1.15205 2.36965
O 0.17539 -2.05904 0.35695
H 0.99059 2.12152 -2.57566
H -0.17034 2.92939 -1.49581
H -0.86950 -2.19043 2.61915
H 0.22182 -0.78511 2.97138
H -1.49973 -0.50614 2.55059
*
```

Results of the natural (NBO) charge analysis, in e, for atoms 1 through 6: H 0.37; N -0.74; C 0.28; N -0.82; S 0.16; C 0.45

=====

Model 3:
This record from the OMol25 dataset describes an isolated molecule of C3H6N2OS. The level of theory is ωB97M-V with the def2-TZVPD basis set.

Properties
- HOMO energy (eV) = -9.649
- Kohn-Sham gap (Ha) = 0.381
- structure (SMILES) = O=C1NCCN1S

```
! wB97M-V def2-TZVPD RIJCOSX def2/J DEFGRID3
* xyz 0 1
O -1.04454 -1.49080 0.92232
C -0.10895 -0.90423 0.39911
N 1.21498 -1.35171 0.31092
C 2.05276 -0.42161 -0.52964
C 1.17072 0.82780 -0.59185
N -0.17821 0.32170 -0.25720
S -1.57551 1.28944 -0.10513
H 1.27500 -2.34459 0.12625
H 2.98812 -0.22004 0.02372
H 2.24640 -0.81539 -1.53117
H 1.14992 1.30929 -1.57152
H 1.39502 1.60577 0.13993
H -1.43445 1.95872 1.07456
*
```

Results of the natural (NBO) charge analysis, in e, for atoms 1 through 6: O -0.61; C 0.77; N -0.64; C -0.23; C -0.22; N -0.60

=====

Model 4:
This record from the OMol25 dataset describes an isolated molecule of C3H6N2OS. The level of theory is ωB97M-V with the def2-TZVPD basis set.

Properties
- HOMO energy (eV) = -8.988
- Kohn-Sham gap (Ha) = 0.336
- structure (SMILES) = [H]/N=C(/N)OC(C)=S

```
! wB97M-V def2-TZVPD RIJCOSX def2/J DEFGRID3
* xyz 0 1
H 2.27907 0.50763 -0.50995
N 1.74708 1.29087 -0.85289
C 0.51546 1.14112 -0.70802
N -0.41550 2.02622 -1.21952
O -0.21889 0.12417 -0.07541
C 0.24311 -1.01373 0.44758
C -0.93819 -1.74848 1.04586
S 1.76975 -1.58869 0.47911
H 0.00553 2.90617 -1.46581
H -1.30480 2.07440 -0.70167
H -1.38275 -1.12027 1.82753
H -1.70097 -1.90488 0.26594
H -0.59889 -2.69455 1.46723
*
```

Results of the natural (NBO) charge analysis, in e, for atoms 1 through 6: H 0.38; N -0.72; C 0.67; N -0.82; O -0.52; C 0.25

=====

Structures ranked by computed energy, the most stable listed first: model 3, model 4, model 2, model 1.

=====

Model 1:
This record from the OMol25 dataset describes an isolated molecule of C3H6N2OS. The level of theory is ωB97M-V with the def2-TZVPD basis set.

Properties
- HOMO energy (eV) = -8.844
- Kohn-Sham gap (Ha) = 0.340
- structure (SMILES) = N/C=N/CC(O)=S

```
! wB97M-V def2-TZVPD RIJCOSX def2/J DEFGRID3
* xyz 0 1
N -0.27724 -1.56555 -2.14649
C -0.48317 -1.01928 -0.89961
N 0.46488 -0.62884 -0.16554
C 0.09011 -0.10119 1.13733
C 0.26330 1.36665 1.15536
O 1.50224 1.70746 1.39300
S -0.92977 2.46294 0.82201
H 0.65072 -1.41581 -2.52199
H -0.99355 -1.54511 -2.77452
H -1.56507 -1.01955 -0.58143
H -0.98746 -0.37576 1.33301
H 0.74525 -0.53648 1.92948
H 1.51977 2.67051 1.31940
*
```

Results of the natural (NBO) charge analysis, in e, for atoms 1 through 6: N -0.80; C 0.30; N -0.50; C -0.33; C 0.27; O -0.63

=====

Model 2:
This record from the OMol25 dataset describes an isolated molecule of C3H6N2OS. The level of theory is ωB97M-V with the def2-TZVPD basis set.

Properties
- HOMO energy (eV) = -8.806
- Kohn-Sham gap (Ha) = 0.327
- structure (SMILES) = C/N=C\N(O)C=S

```
! wB97M-V def2-TZVPD RIJCOSX def2/J DEFGRID3
* xyz 0 1
C -0.04052 1.86037 0.47581
N -0.77258 1.30031 -0.62662
C -0.79603 0.05571 -0.82446
N -0.15971 -0.99966 -0.08771
O -1.01916 -2.03338 0.22736
C 1.16518 -1.13146 0.16917
S 2.41184 -0.19843 -0.36007
H -0.66678 2.67514 0.86076
H 0.96085 2.26964 0.27043
H 0.05503 1.26017 1.41519
H -1.42477 -0.41045 -1.63390
H -1.03839 -2.57319 -0.58154
H 1.32505 -2.07478 0.69559
*
```

Results of the natural (NBO) charge analysis, in e, for atoms 1 through 6: C -0.47; N -0.36; C 0.25; N -0.18; O -0.52; C -0.10

=====

Structures ranked by computed energy, the most stable listed first: model 1, model 2.